The following is a quantum chemistry calculation of a 2-piece molecular cluster, C6H5Cl2NO2S overall at a distorted geometry, from OMol25.

```
17
Properties=species:S:1:pos:R:3:nbo_charge:R:1
O 2.87850 0.57311 1.28112 -0.858
N -1.51746 1.26502 0.92174 -0.440
H 1.29431 -1.26730 -1.48141 0.271
H 0.53935 1.45880 1.15006 0.215
C -2.58854 -0.47861 -0.20965 -0.261
C -0.06980 -0.20589 -0.13773 -0.262
Cl 4.07323 -0.27835 -0.98660 -0.173
H -1.19250 -1.67303 -1.27367 0.218
O 2.01552 1.74252 -0.68315 -0.896
H -3.51727 1.37228 0.70018 0.215
H -3.47609 -1.03662 -0.41996 0.236
C -1.27449 -0.90720 -0.51688 -0.063
C -2.63440 0.75245 0.44085 0.105
C 1.18766 -0.62802 -0.58075 -0.173
Cl 2.11505 -2.16536 1.16148 -0.382
C -0.32336 0.91177 0.70898 0.155
S 2.49028 0.56442 -0.07461 2.093
```

The value obtained for the LUMO energy is -2.51 eV. As for the gap between HOMO and LUMO: 7.33 eV. The spin multiplicity is 1. Its energy above the lowest of the compared OMol25 structures with the same formula, charge and spin is 1.863 eV. As for the calculated total energy: -1755.32046 Eh.